ORCA calculation (the ωB97M-V functional and the def2-TZVPD basis) on a 13-piece molecular cluster, C59H64F28O19 overall at a distorted geometry.

The electronic energy comes out at -6512.469679 Ha. As for the HOMO energy: -9.4 eV.

Last column: Löwdin charge in e.
Geometry (Å):
1 F 0.7201 -3.9390 3.1268  0.057
2 F 1.9761 -6.3767 -6.9908  0.154
3 F 4.5166 3.5303 -4.9555  0.128
4 F 5.0551 2.6622 3.5331  0.102
5 F -2.1879 2.8040 6.7840  0.151
6 F -3.9697 3.5978 7.6055  0.175
7 F -8.3974 -0.0091 5.7828  0.192
8 F 2.3613 0.4135 -0.3543  0.153
9 F 4.9606 -1.5719 -9.9575  0.196
10 F 1.4520 -1.0362 -1.6611  0.192
11 F 0.0081 -7.6351 1.2138  0.170
12 F 4.5744 3.2882 1.5178  0.181
13 F 4.3817 0.0680 -8.6256  0.183
14 F -3.4285 3.9108 3.3707  0.048
15 F 3.0083 -1.5466 -9.0549  0.125
16 F -3.4197 1.5670 8.0609  0.161
17 F 0.5213 2.8315 -0.2352  0.085
18 F 4.6775 1.3267 -5.0745  0.127
19 F 1.7073 -1.5148 0.4188  0.177
20 F -0.9174 -7.1209 -0.7168  0.184
21 F -9.0688 1.7068 4.5782  0.129
22 F 2.5103 -4.3026 -7.3729  0.222
23 F -10.2663 -0.0797 4.6939  0.139
24 F 3.9342 1.2896 2.1613  0.140
25 F 3.7764 2.3265 -6.6864  0.196
26 F 0.4084 -4.9844 -7.5475  0.138
27 F -1.4415 -5.9960 1.0585  0.169
28 F 4.4937 -2.6432 -0.6776  0.074
29 O 1.8860 3.5196 2.2489  0.136
30 O 1.8315 3.3676 -4.9760  0.039
31 O 5.4461 -3.0736 -7.8985  0.156
32 O 4.4535 -1.6473 -6.5107  0.055
33 O -5.8569 -2.4224 0.3369  0.049
34 O -3.6133 1.5034 4.8681  0.012
35 O 1.7486 -6.0578 0.2586  0.083
36 O -7.1904 -0.8848 3.4128  0.157
37 O 2.1706 1.3676 -3.9103  0.137
38 O 0.1932 -4.6155 -0.4041  0.146
39 O 0.5462 -3.7584 -5.1849  0.029
40 O 2.5458 2.9232 4.3568  0.031
41 O -6.1949 -0.6603 -0.9977  0.169
42 O -8.9905 -0.1640 2.3892  0.059
43 O -4.2880 -1.9018 -1.1587  -0.006
44 O -5.4859 1.9101 6.0434  0.183
45 O -0.3619 0.1336 1.0373  0.118
46 O 2.0384 -5.2921 -4.5272  0.178
47 O -0.7573 0.3194 -1.1213  0.016
48 C -0.7422 6.9344 3.4468  -0.114
49 C 1.6068 -5.0837 -6.8944  -0.540
50 C -0.5509 5.8882 2.5635  -0.085
51 C -2.6180 1.7366 -0.8516  -0.035
52 C 4.3372 -1.2343 -8.8506  -0.538
53 C 7.2465 0.3710 -0.1436  -0.109
54 C 1.4159 -0.5525 -0.4487  -0.556
55 C 2.4805 2.2747 -4.6637  -0.390
56 C 1.2429 3.2617 4.9316  -0.168
57 C 4.0919 2.5874 2.5270  -0.472
58 C 4.1712 -5.7478 0.4495  -0.037
59 C 6.3357 -2.0452 -5.2146  -0.058
60 C -1.8742 7.0491 4.1846  -0.083
61 C 6.9380 -0.0166 -1.4251  -0.079
62 C 0.0156 -0.0054 -0.1279  -0.379
63 C 0.3200 2.0738 4.9764  -0.056
64 C 2.6763 3.0597 3.0503  -0.365
65 C -8.2220 -0.2967 3.3939  -0.444
66 C -2.1763 0.2927 -1.0085  -0.183
67 C 6.6058 -0.2103 0.9219  -0.091
68 C 1.4893 -3.5819 5.3398  -0.020
69 C -0.4632 -6.6444 0.4382  -0.569
70 C -0.5897 2.7252 -5.2396  -0.052
71 C 0.4563 5.0494 -0.8622  -0.033
72 C -4.2803 1.0634 3.6213  -0.182
73 C 0.4867 3.4778 -4.4783  -0.202
74 C -2.6538 5.0134 3.3407  -0.285
75 C 0.9688 6.1446 -1.5138  -0.078
76 C -1.5090 4.8851 2.5824  -0.015
77 C 4.8123 -2.0761 -7.6792  -0.441
78 C 5.9592 -0.9977 -1.6026  -0.004
79 C 1.0801 3.8265 -0.9072  -0.302
80 C 0.5638 -3.0207 -3.8877  -0.149
81 C -8.4293 -0.4641 1.0430  -0.144
82 C -4.3106 1.9666 5.9120  -0.387
83 C 5.6393 -1.2099 0.7739  -0.013
84 C 2.7686 4.7727 -2.2279  -0.089
85 C 3.8823 2.3853 -5.3850  -0.496
86 C -4.8784 -3.4614 0.4479  -0.116
87 C -8.9788 0.3425 4.6669  -0.500
88 C 1.3422 -2.9292 6.5722  -0.060
89 C -0.4789 -1.6812 5.7283  -0.104
90 C 0.6033 -3.3247 4.3255  -0.283
91 C -5.5321 -1.5637 -0.6372  -0.564
92 C 4.9414 -2.4794 -5.4591  -0.205
93 C 1.4293 -4.7396 -5.3580  -0.418
94 C -2.8829 6.0562 4.1850  0.010
95 C 0.5842 -5.6318 0.0937  -0.513
96 C 2.8968 -5.1684 -0.1610  -0.119
97 C 2.2761 3.6622 -1.5908  -0.023
98 C -3.4407 2.4976 7.0895  -0.549
99 C 5.3209 -1.6255 -0.5062  -0.289
100 C 0.3877 -1.8955 6.7336  -0.103
101 C 2.2062 6.0481 -2.1273  -0.073
102 C -3.8735 -0.3190 3.3245  -0.059
103 C -9.2238 0.1648 -0.0902  -0.056
104 C -0.4257 -2.4216 4.5286  0.004
105 C -0.8340 -2.6805 -3.4461  -0.058
106 C -3.6415 -2.8684 -0.2046  -0.067
107 H 0.5089 3.1907 -3.3875  0.118
108 H 5.6896 -1.3235 -2.5817  0.076
109 H -2.4660 -0.2203 -0.0691  0.110
110 H 4.9915 -5.0771 0.2251  0.071
111 H -0.0026 1.5962 4.0323  0.086
112 H -0.9447 -2.6771 -2.3605  0.063
113 H -9.1826 1.2519 -0.1748  0.086
114 H -8.7857 -0.2127 -1.0134  0.076
115 H -4.3273 -0.6788 2.4139  0.068
116 H 2.0945 -3.0297 7.3474  0.101
117 H -2.4469 -0.2909 -1.8825  0.119
118 H 4.4138 -6.7636 0.1829  0.078
119 H 2.2082 -4.3745 5.1891  0.115
120 H -0.6024 2.9743 -6.3154  0.088
121 H -7.4593 0.0658 1.0431  0.120
122 H 1.0123 -3.6255 -3.0776  0.114
123 H 3.7366 4.6432 -2.7482  0.114
124 H 0.0460 7.7551 3.4916  0.132
125 H 5.1089 -1.6148 1.6395  0.124
126 H -2.2461 2.3650 -1.7075  0.093
127 H -0.5939 2.3626 5.4944  0.057
128 H 0.8815 1.2008 5.3871  0.091
129 H 0.8428 4.1509 4.3999  0.115
130 H -2.8002 -0.3471 3.1467  0.072
131 H 4.8659 -3.5205 -5.7745  0.127
132 H 4.2492 -2.3796 -4.6236  0.128
133 H 7.9642 1.1766 -0.0222  0.107
134 H -4.0947 1.8662 2.8480  0.137
135 H 2.7680 -5.0291 -1.2491  0.132
136 H -1.5580 -3.3749 -3.8420  0.083
137 H -1.2287 -1.7379 -3.7941  0.071
138 H 6.8520 0.1475 1.9188  0.110
139 H 6.9527 -2.2360 -6.0843  0.088
140 H -0.4394 5.0947 -0.3468  0.087
141 H -3.0111 -3.5523 -0.8706  0.155
142 H 3.9727 -5.7130 1.5106  0.079
143 H -5.1645 -4.3935 -0.0378  0.134
144 H 2.6719 6.9427 -2.5342  0.107
145 H -2.2967 2.2122 0.0502  0.061
146 H -3.7845 6.1089 4.7427  0.112
147 H 0.3674 5.7865 1.9932  0.099
148 H -3.1234 -2.2584 0.5921  0.128
149 H -5.3075 1.0077 3.7973  0.079
150 H -10.2429 -0.0459 -0.0564  0.053
151 H 6.4117 -1.0275 -4.7888  0.086
152 H -1.2619 -0.9512 5.7128  0.095
153 H -1.2301 -2.3588 3.8457  0.093
154 H 0.3907 7.0742 -1.4411  0.117
155 H -1.3963 3.9694 2.0321  0.111
156 H -4.1807 -0.9077 4.1893  0.102
157 H -3.6978 1.8087 -0.9504  0.078
158 H 0.3923 -1.1943 7.5973  0.120
159 H 7.3253 0.4352 -2.3711  0.122
160 H -2.0260 7.8335 4.8936  0.100
161 H -1.6057 2.8889 -4.8565  0.084
162 H -4.7199 -3.5941 1.5213  0.137
163 H 2.6712 -4.1866 0.2499  0.102
164 H -0.3769 1.6568 -5.1084  0.075
165 H 1.5408 3.5229 5.9875  0.144
166 H 0.2645 4.5548 -4.4491  0.131
167 H -8.2943 -1.5199 0.8457  0.120
168 H 2.7648 2.6852 -1.6693  0.122
169 H 1.1625 -2.1612 -4.1089  0.113
170 H 6.7400 -2.7177 -4.4814  0.081